[1]
This record from OMol25 describes a 2-piece molecular cluster, C4H9O2 overall. The level of theory is wB97M-V/def2-TZVPD.

The geometry in ORCA input format:
```
! RIJCOSX wB97M-V def2-TZVPD def2/J DEFGRID3
* xyz -1 1
C -0.84089 0.04065 2.00727
C -1.91027 -1.00434 1.65866
H -0.89443 0.80494 1.22768
H -1.14190 0.49470 2.95044
H 0.19500 -0.28049 2.01341
H -2.87330 -0.49658 1.59030
H -1.78603 -1.61475 0.76874
H -1.98244 -1.71122 2.49812
C 0.69506 -1.00930 -1.34107
C 0.80570 0.49693 -1.04105
O 1.64097 0.75754 -0.11665
O 0.07635 1.28856 -1.66896
H 1.47521 -1.50427 -0.77810
H 0.70685 -1.24782 -2.41192
H -0.32051 -1.32457 -1.07980
*
```

The calculation puts the LUMO energy at 4.04 eV. The gap between HOMO and LUMO comes out at 7.849 eV. The relative energy (zero: lowest compared OMol25 entry of this formula, charge and spin) is 6.0 kcal/mol. Its HOMO energy is -3.8 eV.


[2]
This record from OMol25 describes C38H28N7O4PbS as an isolated structure. The level of theory is wB97M-V/def2-TZVPD.

The geometry in ORCA input format:
```
! RIJCOSX wB97M-V def2-TZVPD def2/J DEFGRID3
* xyz -1 1
Pb 0.01312 -0.77851 0.32158
N 3.32117 1.76199 1.81143
C 2.69964 0.56215 1.69502
N 1.43723 0.32667 1.67763
C 0.54119 1.42324 1.76267
N -0.77921 1.40747 1.67910
N -1.47201 0.18898 1.49804
C -2.33018 -0.03184 2.42734
C -2.46358 -1.46862 2.51145
C -3.46076 -2.20339 3.11904
C -3.31244 -3.58315 3.06620
C -2.19082 -4.13054 2.44051
C -1.24410 -3.27664 1.88602
N -1.34963 -1.93628 1.91080
C 1.15174 2.77647 2.02159
C 0.35528 3.90196 2.25320
C 0.94743 5.13523 2.50683
C 2.33512 5.25080 2.51948
C 3.13163 4.13445 2.28580
C 2.54602 2.88843 2.05162
H 4.31863 1.81314 1.94156
H 3.40334 -0.27615 1.61817
H -2.74821 0.67231 3.15236
H -4.31235 -1.73290 3.59025
H -4.06261 -4.23382 3.50447
H -2.05459 -5.20405 2.38454
H -0.35709 -3.65966 1.39386
H -0.72671 3.81986 2.24031
H 0.32563 6.00602 2.69097
H 2.79593 6.21516 2.71161
H 4.21163 4.24468 2.29466
C -3.51061 1.07596 -1.48857
C -3.01955 2.00468 -2.40413
C -1.65363 2.15022 -2.55909
C -0.79786 1.35438 -1.78474
N -1.26278 0.44861 -0.88484
C -2.60225 0.33250 -0.76281
C 0.70636 1.37303 -1.80483
C 1.53089 2.18750 -2.59877
C 2.92006 2.09336 -2.50728
C 3.50353 1.19191 -1.62599
C 2.69999 0.38189 -0.82936
C 1.31464 0.46857 -0.91242
H -4.57510 0.93820 -1.34625
H -3.70303 2.60793 -2.99268
H -1.27063 2.86837 -3.27070
H -2.93558 -0.40073 -0.03885
H 1.10890 2.90388 -3.29583
H 3.54735 2.72710 -3.12702
H 4.58544 1.12017 -1.55705
H 3.14406 -0.32214 -0.13951
O 1.07852 -1.84232 -0.75678
O -4.61987 -1.75065 -3.84618
S -3.30574 -2.36130 -3.84620
O -2.97848 -3.40911 -4.79053
N -2.83390 -2.75821 -2.33561
C -1.84273 -1.99968 -1.94459
O -1.18891 -1.96477 -0.88099
C -1.37964 -0.97530 -2.93525
C -0.36630 -0.01253 -2.86428
C -0.16769 0.81347 -3.99548
C -0.96446 0.67620 -5.14009
C -1.97402 -0.28134 -5.19445
C -2.14338 -1.07890 -4.08087
H 0.25819 0.07849 -1.92860
H 0.60209 1.55533 -3.97820
H -0.79052 1.32546 -5.99310
H -2.60096 -0.40418 -6.06929
C 2.95025 -3.69396 3.15215
C 3.25700 -3.45805 1.81477
C 2.42874 -2.64359 1.03812
C 1.28805 -2.06170 1.59925
C 0.98826 -2.30415 2.94600
C 1.81737 -3.11764 3.71804
H 3.59570 -4.32773 3.75413
H 4.14204 -3.90830 1.37394
H 2.66416 -2.45842 -0.00179
H 0.10692 -1.85436 3.38605
H 1.57865 -3.30163 4.76247
*
```

The calculation puts the LUMO energy (alpha / beta) at 1.47 / 1.47 eV. The gap between HOMO and LUMO (alpha / beta) comes out at 4.198 / 4.218 eV. The relative energy (zero: lowest compared OMol25 entry of this formula, charge and spin) is 443.0 kcal/mol. Its HOMO energy (alpha / beta) is -2.7 / -2.7 eV.


[3]
This record from OMol25 describes a 6-piece molecular cluster, H12O6 overall. The level of theory is wB97M-V/def2-TZVPD.

The geometry in ORCA input format:
```
! RIJCOSX wB97M-V def2-TZVPD def2/J DEFGRID3
* xyz 0 1
O -1.39661 -2.27811 -0.23111
H -1.39961 -2.33111 -1.17011
H -0.31461 -2.14211 -0.37611
O 0.56839 0.66789 0.28489
H -0.35461 0.57389 -0.33911
H 0.16939 -0.02511 0.93589
O 1.29639 -1.86611 -0.23711
H 2.20439 -2.00011 -0.63311
H 0.98839 -0.89111 -0.34711
O -1.74961 1.46189 -1.16411
H -1.89261 2.34689 -0.86511
H -1.38061 1.63689 -1.95511
O -0.63561 -0.65311 2.24789
H -1.25761 0.10389 2.92589
H -1.10161 -1.35711 1.96089
O 2.03539 2.53689 -0.66311
H 1.40939 1.79089 -0.24311
H 2.81139 2.42489 -0.13111
*
```

The calculation puts the LUMO energy at 0.23 eV. The gap between HOMO and LUMO comes out at 10.403 eV. The relative energy (zero: lowest compared OMol25 entry of this formula, charge and spin) is 85.5 kcal/mol. The SMILES is O.O.O.O.O.O. Its HOMO energy is -10.2 eV.


[4]
This record from OMol25 describes one molecule with the formula C3H4FNO. The level of theory is wB97M-V/def2-TZVPD.

The geometry in ORCA input format:
```
! RIJCOSX wB97M-V def2-TZVPD def2/J DEFGRID3
* xyz 0 1
C 1.05733 0.47643 0.40859
C -0.16712 -0.09407 -0.17621
C -0.97963 -1.18526 0.38243
O -0.58678 -1.90246 1.29366
N -0.88998 0.54872 -1.38109
F -0.39901 1.82240 -1.73677
H 1.55364 -0.27865 1.02310
H 0.55832 1.44182 0.83973
H 1.74541 0.63819 -0.36379
H -1.89218 -1.46712 -0.28965
*
```

The calculation puts the LUMO energy (alpha / beta) at -1.47 / -1.37 eV. The gap between HOMO and LUMO (alpha / beta) comes out at 9.049 / 8.956 eV. The relative energy (zero: lowest compared OMol25 entry of this formula, charge and spin) is 100.3 kcal/mol. The SMILES is C/C(C=O)=N\F. Its HOMO energy (alpha / beta) is -10.5 / -10.3 eV.